Below is C5H5N as an isolated structure, with properties calculated with ωB97M-V with the def2-TZVPD basis set.

ΔE to the lowest compared entry with this formula, charge and spin	345.39	kJ/mol
maximum force	0.8	eV Å⁻¹
total charge	0
Kohn-Sham gap	10.480	eV
LUMO	0.0365	Eh

Geometry as XYZ:
```
11
Properties=species:S:1:pos:R:3:forces:R:3:mulliken_charge:R:1
C -0.736974 -0.141400 -1.074429 -0.4 -0.1 -0.1 -0.22
C -0.196452 -1.280168 -0.623774 -0.2 0.2 -0.1 -0.82
C 0.780264 -0.536433 0.226714 0.4 0.3 -0.4 0.49
N 0.389512 -0.330216 1.629208 0.1 0.6 -0.1 -0.62
C -0.101380 0.803444 1.281054 -0.3 0.0 0.4 -0.11
C 0.025036 0.831202 -0.220264 0.2 -0.1 0.0 -0.60
H -1.440177 0.067233 -1.868759 -0.3 0.0 0.2 0.40
H -0.503101 -2.319956 -0.679247 0.3 0.2 -0.1 0.37
H 1.843082 -0.498899 0.027665 0.1 -0.4 0.1 0.34
H -0.362049 1.607206 1.964450 -0.4 -0.1 0.0 0.38
H 0.302238 1.797987 -0.662618 0.6 -0.5 0.1 0.38
```
Forces are in eV/Å.